[1]
Here is a structure of composition C3H6N4O from the Open Molecules 2025 dataset. Energies are from wB97M-V/def2-TZVPD.

Properties
LUMO energy: -0.2 eV
Kohn-Sham gap: 7.62 eV
E: -411.9557 a.u.

Last column: Löwdin charge in e.
Positions of all 14 atoms, in Å:
C 0.9772 0.3267 0.1361  -0.48
C -0.1422 1.0392 -1.3897  -0.20
C -0.2488 -0.2978 0.4816  -0.26
H 2.2100 0.9525 1.6060  0.16
H 2.8075 0.5605 -0.0355  0.10
H -0.8025 1.4904 -2.3027  0.18
H -2.3368 -1.2908 -1.0757  0.31
H -0.1631 -2.2435 1.3414  0.15
H -1.2564 -0.8938 1.8214  0.10
N 2.1928 0.1635 0.7492  0.03
N 0.9644 1.1886 -0.8492  0.10
N -0.9846 0.3134 -0.5571  -0.14
N -0.8339 -1.4294 1.0444  0.07
O -2.3837 0.1205 -0.9701  -0.11

***

[2]
Here is an isolated molecule of C2H5NO2S2 from the Open Molecules 2025 dataset. Energies are from wB97M-V/def2-TZVPD.

Properties
expectation value of S²: 2.01
LUMO energy (spin up / spin down): 0.6 / -2.3 eV
multiplicity: 3
Kohn-Sham gap (spin up / spin down): 8.66 / 7.39 eV
E: -1080.6007 a.u.

Last column: Löwdin charge in e.
Positions of all 12 atoms, in Å:
C 1.4429 0.6769 -0.7072  -0.14
C 0.6441 0.3509 0.5112  -0.35
N 3.8419 1.4704 0.5475  -0.60
O 0.9849 1.0282 3.1140  -0.41
O 2.9180 1.1921 1.5613  -0.51
S 1.1642 1.5193 1.8039  0.98
S 5.2564 0.8421 0.7764  0.73
H 2.4796 0.5269 -0.3880  0.04
H 1.0472 0.0530 -1.4675  0.08
H 1.3474 1.6031 -1.0801  0.04
H 0.8455 -0.6551 0.7615  0.10
H -0.3380 0.6281 0.3800  0.06

***

[3]
Here is a structure of composition C23H42N2O3P2Sr from the Open Molecules 2025 dataset. Energies are from wB97M-V/def2-TZVPD.

Properties
LUMO energy: -0.8 eV
Kohn-Sham gap: 6.12 eV
E: -1950.1586 a.u.

Last column: Löwdin charge in e.
Positions of all 73 atoms, in Å:
P 0.8657 -1.7376 -3.4060  0.90
P 1.5676 1.5484 -2.7104  0.72
C 1.1684 -0.4476 -4.7196  -0.42
C 2.1080 0.6576 -4.2489  -0.44
H 0.1623 -0.0648 -4.9769  0.08
H 1.5817 -0.9553 -5.6074  0.09
H 3.1097 0.2448 -4.0355  0.07
H 2.1561 1.4253 -5.0382  0.08
C -0.0012 2.2492 -3.3716  -0.26
H -0.3025 3.1343 -2.7901  0.06
H -0.8242 1.5187 -3.3349  0.02
H 0.2120 2.5374 -4.4116  0.05
C 2.7046 2.9635 -2.9731  -0.30
H 2.3600 3.4857 -3.8744  0.05
H 3.7240 2.5931 -3.1449  0.05
H 2.7123 3.6611 -2.1259  0.04
C -0.1839 -2.8640 -4.4416  -0.27
H -0.6276 -3.6542 -3.8251  0.04
H 0.4332 -3.3332 -5.2173  0.03
H -0.9940 -2.3243 -4.9454  0.03
C 2.4411 -2.6945 -3.3732  -0.28
H 3.3105 -2.0185 -3.3396  0.03
H 2.5080 -3.3658 -4.2466  0.04
H 2.4358 -3.3028 -2.4533  0.04
Sr 2.0291 0.8921 -0.0066  1.22
C -2.6776 0.7864 -1.7342  -0.13
C -3.2568 0.1869 -2.7866  -0.12
C -3.2113 -1.2768 -3.0523  -0.19
C -3.6397 -2.1497 -1.8429  -0.18
C -2.5471 -2.9465 -1.2659  -0.11
C -1.3397 -2.4093 -1.1333  -0.14
C -0.9074 -0.9754 -1.2336  -0.30
C -1.8587 0.0912 -0.6903  -0.21
C 2.0147 -1.4912 0.9647  -0.36
H -2.8630 1.8484 -1.5017  0.11
H -3.8336 0.7701 -3.5162  0.10
H -2.2118 -1.5725 -3.3768  0.06
H -3.8330 -1.5338 -3.9244  0.11
H -4.1503 -1.5373 -1.0915  0.12
H -4.3580 -2.8785 -2.2068  0.10
H -2.7277 -3.9721 -0.9235  0.11
H -0.4894 -3.0531 -0.9553  0.10
H -0.7165 -0.6388 -2.2760  0.00
H 0.0397 -0.9438 -0.6405  0.04
H -2.4968 -0.3094 0.1225  0.10
H -1.2247 0.8861 -0.2341  0.09
H 2.3778 -1.2079 1.9724  -0.07
H 2.7372 -2.1958 0.5229  -0.09
H 1.0545 -2.0033 1.1140  -0.06
C 0.3303 2.9328 6.7885  -0.09
C 0.6802 2.6850 5.3217  -0.18
C 0.1925 1.3089 4.7698  -0.26
C 0.7066 0.1567 5.6732  -0.17
C 2.1246 0.2176 6.2117  -0.09
C -1.3587 1.1383 4.8484  -0.37
O -2.0814 1.5305 5.7649  0.05
N -1.9094 0.3602 3.8523  0.19
C -1.3392 0.0278 2.6186  -0.52
O -2.0052 -0.7434 1.9241  0.02
N -0.1026 0.5161 2.3207  0.14
C 0.6289 1.1553 3.2561  -0.43
O 1.7471 1.6216 2.8905  -0.11
H -0.6606 2.5049 6.9857  0.06
H 0.2912 4.0092 7.0043  0.08
H 1.0592 2.4840 7.4754  0.06
H 0.2404 3.4845 4.7063  0.12
H 1.7694 2.7653 5.1725  0.11
H 0.0464 0.1494 6.5579  0.12
H 0.5512 -0.8007 5.1557  0.13
H 2.1546 0.8474 7.1049  0.06
H 2.4457 -0.7830 6.5227  0.08
H 2.8649 0.5810 5.4954  0.08
H -2.9138 0.2281 3.8860  0.16

***

[4]
Here is a cluster of 2 separate species, C32H32N3O in total from the Open Molecules 2025 dataset. Energies are from wB97M-V/def2-TZVPD.

Properties
total charge: +1
LUMO energy: -3.6 eV
Kohn-Sham gap: 6.36 eV
E: -1477.7943 a.u.

Last column: Löwdin charge in e.
Positions of all 68 atoms, in Å:
C 1.7195 -2.9781 2.7759  0.00
C 1.4953 -1.5273 2.7286  -0.19
N 2.4566 -0.6418 3.1285  -0.04
C 3.7798 -1.0009 3.6289  0.00
C 2.0095 0.6740 2.9983  -0.16
C 0.6850 0.6030 2.5048  -0.14
C -0.0168 1.7993 2.3403  -0.03
C 0.6047 3.0086 2.6802  -0.07
C 1.9163 3.0385 3.1975  -0.07
C 2.6449 1.8554 3.3466  -0.01
C 0.3587 -0.7959 2.3202  -0.13
C -0.9229 -1.3131 1.9663  0.01
C -2.1101 -0.7868 2.6724  -0.16
C -2.0770 0.1232 3.7730  -0.03
C -3.2446 0.6972 4.2930  -0.07
C -4.4909 0.3205 3.8099  -0.08
C -4.5617 -0.7344 2.9056  -0.06
C -3.3895 -1.3529 2.4499  -0.02
H 0.7446 -3.4757 2.7420  0.09
H 2.3047 -3.3315 1.9130  0.09
H 2.2303 -3.2918 3.6962  0.09
H 4.3277 -0.0869 3.8869  0.08
H 3.7112 -1.6231 4.5381  0.10
H 4.3648 -1.5595 2.8784  0.10
H -1.0442 1.7572 1.9637  0.12
H 0.0538 3.9435 2.5577  0.11
H 2.3602 3.9968 3.4624  0.11
H 3.6580 1.8499 3.7227  0.10
H -0.9803 -2.4328 1.8165  0.12
H -1.1237 0.4141 4.2368  0.12
H -3.1712 1.4601 5.0651  0.11
H -5.3966 0.7964 4.1652  0.11
H -5.5222 -1.0947 2.5440  0.11
H -3.4674 -2.2859 1.8872  0.09
C 3.3416 -6.6295 -1.8574  -0.04
N 3.3969 -5.1781 -1.7173  -0.17
C 4.7558 -4.6756 -1.5578  -0.03
C 2.2732 -4.4281 -1.4959  -0.20
C 1.0370 -5.0016 -1.1475  0.03
C -0.0165 -4.2209 -0.7411  0.02
N 0.0403 -2.8433 -0.6779  -0.01
C -0.9780 -2.0281 -0.0536  -0.07
C -2.3251 -2.6265 -0.1926  -0.33
C -3.5020 -1.8934 -0.7679  -0.16
C -4.7763 -2.3473 -0.3862  -0.04
C -5.9391 -1.6618 -0.7450  -0.06
C -5.8485 -0.5488 -1.5994  -0.06
C -4.5878 -0.1468 -2.0699  -0.07
C -3.4199 -0.8162 -1.6648  -0.02
O -2.5530 -3.7965 0.2209  0.01
C 1.1813 -2.2614 -1.1862  0.00
C 2.2827 -3.0026 -1.5479  0.02
H 2.4575 -6.9385 -2.4318  0.10
H 4.2463 -6.9508 -2.3913  0.10
H 3.3272 -7.1379 -0.8785  0.11
H 4.7764 -3.5902 -1.4831  0.08
H 5.2152 -5.1081 -0.6578  0.10
H 5.3498 -5.0004 -2.4199  0.10
H 0.9036 -6.0778 -1.1326  0.12
H -0.9308 -4.7002 -0.4345  0.12
H -0.8922 -0.9945 -0.4129  0.12
H -4.8727 -3.2370 0.2368  0.12
H -6.9124 -1.9956 -0.3710  0.11
H -6.7583 -0.0050 -1.8922  0.11
H -4.5187 0.7033 -2.7603  0.11
H -2.4474 -0.5180 -2.0462  0.11
H 1.1674 -1.1745 -1.2498  0.14
H 3.1643 -2.4679 -1.8815  0.11

***

[5]
Here is a cluster of 3 separate species, C6H10 in total from the Open Molecules 2025 dataset. Energies are from wB97M-V/def2-TZVPD.

Properties
LUMO energy: 0.4 eV
Kohn-Sham gap: 8.43 eV
E: -234.3781 a.u.

Last column: Löwdin charge in e.
Positions of all 16 atoms, in Å:
C -1.7487 0.1875 0.5286  -0.02
C -0.5865 1.0482 -0.2024  -0.28
C 0.8181 1.0000 -0.1618  -0.11
C 1.3473 -0.2255 0.5463  -0.19
C 0.2387 -1.2537 0.2368  -0.18
C -0.8769 -0.4169 -0.4444  -0.28
H -1.7262 -0.1129 1.5798  0.10
H -2.6705 0.6861 0.2366  0.10
H -1.0442 1.7879 -0.8510  0.14
H 0.7047 0.1271 -1.8037  0.11
H 1.4439 1.8615 -0.3783  0.10
H 1.4857 -0.0241 1.6191  0.11
H 2.3172 -0.5425 0.1558  0.11
H -0.1293 -1.7617 1.1340  0.10
H 0.5938 -2.0216 -0.4548  0.10
H -0.1668 -0.3395 -1.7405  0.10

***

[6]
Here is an isolated molecule of C4H13N3 from the Open Molecules 2025 dataset. Energies are from wB97M-V/def2-TZVPD.

Properties
LUMO energy: 1.1 eV
Kohn-Sham gap: 9.82 eV
E: -324.4266 a.u.

Last column: Löwdin charge in e.
Positions of all 20 atoms, in Å:
C 0.2911 -1.7035 2.0011  -0.09
C 0.2409 -0.2877 1.3131  -0.21
C 0.0597 -0.4585 -0.1786  -0.42
N -1.3241 -0.6664 -0.5426  0.06
N 0.6158 0.8240 -0.7903  -0.26
C -0.2162 1.9978 -0.6027  -0.11
N 0.9013 0.5715 -2.1606  0.01
H -0.6364 -2.2503 1.8425  0.06
H 0.4358 -1.5704 3.0707  0.06
H 1.1191 -2.2923 1.6123  0.07
H 1.1846 0.2169 1.5117  0.11
H -0.5956 0.2727 1.7291  0.10
H 0.7272 -1.2502 -0.5533  0.13
H -1.4058 -0.9912 -1.4989  0.07
H -1.8002 -1.2829 0.1027  0.07
H -1.2180 1.8787 -1.0414  0.07
H -0.3207 2.1948 0.4613  0.07
H 0.2735 2.8585 -1.0648  0.08
H 0.0682 0.6945 -2.7441  0.07
H 1.5997 1.2439 -2.4673  0.07

***

[7]
Here is a structure of composition C25H45EuN2OP3Se from the Open Molecules 2025 dataset. Energies are from wB97M-V/def2-TZVPD.

Properties
expectation value of S²: 12.04
total charge: +3
LUMO energy (spin up / spin down): -8.4 / -12.0 eV
multiplicity: 7
Kohn-Sham gap (spin up / spin down): 6.88 / 3.30 eV
E: -5298.9636 a.u.

Last column: Löwdin charge in e.
Positions of all 78 atoms, in Å:
Eu 0.0973 0.0366 -0.0532  0.91
P 1.7770 -0.9934 1.6387  0.62
P 1.5455 2.0460 -0.4350  0.62
P -0.8299 -2.2323 -0.6059  0.64
H -0.7619 2.0335 -9.5565  0.05
C -1.7115 1.4949 -9.4476  -0.10
C -2.8513 2.1378 -9.1562  -0.08
H -2.8756 3.2255 -9.0130  0.06
C 3.1296 -1.8380 0.8363  -0.24
C 2.5191 0.1861 2.7181  -0.25
C 1.0310 -2.1568 2.7302  -0.24
C 0.7067 3.0241 -1.6782  -0.23
C 1.8391 3.1832 0.8731  -0.24
C 3.1474 1.6882 -1.1640  -0.25
C -2.0510 -2.0231 -1.8863  -0.23
C -1.6158 -3.1745 0.6574  -0.25
C 0.3790 -3.3470 -1.3342  -0.24
H -1.6901 0.4093 -9.6034  0.05
H -3.8037 1.6016 -9.0599  0.05
H 3.7900 -2.1558 1.6464  0.07
H 3.6626 -1.1718 0.1460  0.05
H 2.7793 -2.7092 0.2718  0.04
H 3.0850 -0.4195 3.4305  0.08
H 1.7656 0.7721 3.2596  0.03
H 3.1970 0.8702 2.1991  0.06
H 1.6703 -3.0408 2.7446  0.08
H 0.0041 -2.4573 2.4790  0.01
H 1.0184 -1.6981 3.7211  0.06
H 1.1944 3.9993 -1.6485  0.08
H -0.3683 3.1288 -1.4634  0.07
H 0.8047 2.5791 -2.6756  0.05
H 2.8346 3.5989 0.7082  0.08
H 1.7892 2.7444 1.8791  0.02
H 1.0934 3.9818 0.8045  0.07
H 3.5474 2.6431 -1.5147  0.07
H 3.0499 0.9878 -2.0047  0.04
H 3.8263 1.2449 -0.4228  0.05
H -2.6386 -2.9350 -1.8885  0.07
H -1.5682 -1.8791 -2.8660  0.07
H -2.7065 -1.1520 -1.7144  0.07
H -2.3582 -3.7916 0.1479  0.07
H -2.1195 -2.5466 1.4096  0.04
H -0.8880 -3.8182 1.1586  0.06
H -0.1925 -4.1205 -1.8543  0.07
H 0.9970 -3.7921 -0.5447  0.05
H 1.0349 -2.8228 -2.0418  0.04
C -0.9502 0.5441 -2.9540  -0.41
C 0.2370 0.1160 -3.6145  -0.01
C 0.2690 0.0345 -4.9987  0.01
C -0.8584 0.3500 -5.7575  0.04
C -2.0266 0.7547 -5.1071  0.01
C -2.0826 0.8493 -3.7341  0.05
O -1.0597 0.6619 -1.6590  -0.30
H 1.4598 -0.6518 -1.2139  0.07
H 1.1205 -0.1417 -3.0156  0.07
H 1.1884 -0.2805 -5.4908  0.14
H -0.8307 0.2823 -6.8510  0.13
H -2.9156 1.0051 -5.6819  0.14
H -2.9752 1.1623 -3.2045  0.15
C -0.0784 2.4975 4.3044  0.01
N -0.6825 1.1376 4.3257  -0.05
C -1.3162 0.4938 3.2973  -0.72
Se -1.6832 1.1407 1.6504  0.77
N -1.7734 -0.7034 3.8065  0.12
C -1.4184 -0.8137 5.1380  -0.20
C -1.6792 -1.8318 6.0457  0.03
C -1.1935 -1.6076 7.3280  -0.03
C -0.4964 -0.4508 7.6726  -0.02
C -0.2387 0.5666 6.7542  0.04
C -0.7304 0.3367 5.4724  -0.16
H -0.5915 3.1421 5.0282  0.12
H 0.9840 2.4417 4.5821  0.10
H -0.1722 2.9333 3.3091  0.05
H -2.3300 -1.4047 3.2821  0.17
H -2.2244 -2.6882 5.7212  0.12
H -1.3820 -2.3762 8.0735  0.13
H -0.1369 -0.3145 8.6909  0.13
H 0.2825 1.4732 6.9731  0.12

***

[8]
Here is a structure of composition C6H8O4 from the Open Molecules 2025 dataset. Energies are from wB97M-V/def2-TZVPD.

Properties
LUMO energy: 0.6 eV
Kohn-Sham gap: 10.55 eV
E: -534.3152 a.u.

Last column: Löwdin charge in e.
Positions of all 18 atoms, in Å:
O 1.5637 2.0468 1.5933  0.10
C 1.5160 1.0994 0.8397  -0.50
C 0.8966 1.2048 -0.5418  -0.03
C 0.0861 0.0401 -1.1068  -0.24
O 0.4092 -1.2680 -0.5532  -0.06
C -0.9745 -1.5300 -0.3263  -0.15
C -1.5682 -0.5591 0.6437  -0.27
O -0.8448 0.0511 1.6581  0.00
C -1.3934 -0.1365 -0.7765  -0.07
H 0.2638 2.1018 -0.5540  0.14
H 1.7510 1.4078 -1.2073  0.14
H 0.2219 -0.0053 -2.1948  0.15
H -1.3449 -2.5306 -0.5481  0.15
H -2.6080 -0.7990 0.8901  0.16
H -2.2062 0.1967 -1.4181  0.14
O 2.2334 -0.0566 1.1605  0.07
H -0.1130 -0.5604 2.0133  0.15
H 2.1113 -0.7030 0.4283  0.10